{
  "formula": "CH5N3O2",
  "method": "ωB97M-V/def2-TZVPD",
  "gap_ha": 0.313,
  "lumo_ev": 0.0,
  "max_force_ev_per_a": 9.9,
  "charge": 0,
  "relative_energy_ev": 4.272,
  "symbols": ["N", "C", "N", "N", "O", "O", "H", "H", "H", "H", "H"],
  "positions_angstrom": [[0.6907, 0.2144, -0.4030], [-0.8407, 0.0698, -0.1140], [1.2130, -0.5971, -1.3683], [-1.0807, 0.7778, 0.9635], [1.5206, 0.1552, 0.7312], [-1.5139, -0.4407, -0.9723], [1.5312, 1.0702, 1.0576], [1.2426, -1.5839, -1.1017], [0.7000, -0.4620, -2.2351], [-1.2356, 0.2506, 1.9258], [-2.2273, 0.5457, 1.5163]]
}



{
  "formula": "C8H14Cl5FNO9V",
  "method": "ωB97M-V/def2-TZVPD",
  "gap_ha": [0.255, 0.307],
  "lumo_ev": [-2.7, -2.2],
  "max_force_ev_per_a": 6.0,
  "charge": 0,
  "spin_multiplicity": 5,
  "symbols": ["V", "Cl", "O", "O", "O", "O", "C", "N", "O", "O", "H", "H", "H", "C", "C", "O", "C", "O", "O", "F", "H", "H", "H", "Cl", "C", "C", "Cl", "H", "H", "H", "H", "Cl", "C", "C", "Cl", "H", "H", "H", "H"],
  "positions_angstrom": [[-3.9024, -1.1927, 2.5454], [-0.8965, -0.1749, 1.1080], [-0.2538, 1.0743, 1.2624], [-1.0838, -0.8326, 2.4059], [-2.2313, -0.0237, 0.6045], [-0.1687, -1.0273, 0.2639], [-0.2126, -0.8115, -3.6427], [-1.5627, -1.2513, -4.0382], [-1.7010, -1.2052, -5.2489], [-2.4028, -1.6548, -3.1870], [-0.1713, -0.7290, -2.5566], [-0.0286, 0.2015, -4.0006], [0.5660, -1.4538, -4.0543], [-1.8932, 2.8613, -1.8239], [-2.4397, 4.2032, -2.0087], [-1.9770, 4.5944, -3.2667], [-0.9970, 3.8632, -3.6822], [-0.2983, 4.1183, -4.7053], [-0.9202, 2.8024, -2.9132], [-2.0517, 5.0593, -1.0544], [-2.6590, 2.1357, -2.0982], [-1.6071, 2.5779, -0.8110], [-3.5283, 4.2522, -1.9835], [4.0286, 0.6940, 2.8892], [2.6889, -0.2384, 3.6116], [1.6001, 0.6981, 4.1457], [1.8507, 1.4835, 5.6731], [3.1034, -0.8879, 4.3826], [2.1814, -0.8182, 2.8407], [0.6541, 0.1639, 4.2341], [1.4197, 1.4449, 3.3724], [0.1493, -5.0671, 1.4914], [1.4071, -3.9630, 2.0742], [2.3111, -3.3490, 0.9198], [3.4894, -4.5536, 0.3618], [1.9192, -4.4172, 2.9225], [0.8971, -3.1285, 2.5554], [2.8912, -2.5402, 1.3640], [1.8298, -2.9083, 0.0468]]
}



{
  "formula": "C2H6N2S2",
  "method": "ωB97M-V/def2-TZVPD",
  "smiles": "[H]/N=N/[C@H](C)SS",
  "gap_ha": 0.347,
  "lumo_ev": 0.4,
  "max_force_ev_per_a": 3.6,
  "charge": 0,
  "relative_energy_ev": 2.192,
  "symbols": ["C", "C", "N", "N", "S", "S", "H", "H", "H", "H", "H", "H"],
  "positions_angstrom": [[0.8467, 1.0241, -0.1122], [0.3249, -0.2711, -0.5036], [1.0936, -2.2079, 0.2833], [0.3293, -1.2472, 0.4963], [-2.5985, 0.4947, 0.7433], [-1.6732, -0.2321, -0.9174], [0.0464, 1.7258, -0.1628], [1.7156, 1.3155, -0.6483], [1.1407, 1.0733, 0.9630], [0.8292, -0.5566, -1.4809], [0.9707, -2.9134, 1.1451], [-3.0253, 1.7949, 0.1943]]
}